1.
Entry from the OMol25 dataset: a single C2H2OS molecule in a non-equilibrium geometry (ωB97M-V/def2-TZVPD).

```
6
Properties=species:S:1:pos:R:3:forces:R:3
C -0.1751 0.6542 0.1017 1.964 -2.367 0.934
C 1.1191 -0.2991 0.1955 2.403 -0.145 -1.322
H 0.0678 1.6982 0.3032 -0.491 0.045 -0.444
H 0.9696 -1.4171 0.5087 -0.414 1.862 -0.282
O 2.2645 0.0070 -0.1882 -3.594 -0.223 1.220
S -1.5511 -0.1542 -0.0681 0.132 0.828 -0.105
```
Forces are in eV/Å.

Values from the calculation:
Total energy   -550.76928 Ha
SMILES   O=CC=S
Largest force on an atom   3.802 eV/A
Spin multiplicity   1
Total charge   0
ΔE to the lowest compared entry with this formula, charge and spin   49.8 kJ/mol

Atomic partial charges in e from the natural (NBO) method, atoms 1 to 4: C -0.38; C 0.36; H 0.22; H 0.14



2.
Entry from the OMol25 dataset: a single C2H2OS3 molecule in a non-equilibrium geometry (ωB97M-V/def2-TZVPD).

```
8
Properties=species:S:1:pos:R:3:forces:R:3
C -0.2941 -0.5561 0.0812 -0.018 -0.492 0.961
C 0.0188 0.8673 -0.6574 0.734 -1.713 2.086
H 0.5780 -1.8849 1.7557 -0.531 -0.951 0.366
H -1.5477 0.3308 -1.1960 -0.943 1.530 -0.044
O -1.1190 1.2623 -1.1196 -0.364 -0.817 -1.406
S 0.9573 -0.7121 1.3209 -0.532 0.342 -1.147
S -1.7242 -1.5002 -0.1108 2.897 2.052 -0.118
S 1.4903 1.5616 -0.4692 -1.242 0.049 -0.697
```
Forces are in eV/Å.

Values from the calculation:
Total energy   -1347.15210 Ha
SMILES   OC(=S)C(=S)S
Largest force on an atom   3.551 eV/A
Spin multiplicity   1
Total charge   0
ΔE to the lowest compared entry with this formula, charge and spin   103.6 kJ/mol

Atomic partial charges in e from the natural (NBO) method, atoms 1 to 4: C -0.35; C 0.16; H 0.11; H 0.50



3.
Entry from the OMol25 dataset: a single C2H2OS3 molecule in a non-equilibrium geometry (ωB97M-V/def2-TZVPD).

```
8
Properties=species:S:1:pos:R:3:forces:R:3
C 0.3311 0.2531 -0.8643 -1.882 6.351 -1.176
C -0.1296 0.0498 0.5113 1.004 -4.319 2.671
H 0.3771 -1.8130 -1.4721 -0.670 0.393 -1.061
H -0.6714 0.7340 2.3549 -0.690 -0.606 2.030
O 0.4636 1.5248 -0.9368 0.948 -3.590 -1.912
S -0.0115 -0.7510 -2.2990 1.448 -0.706 2.333
S -0.1510 1.4893 1.4643 0.069 0.643 -1.468
S -0.2084 -1.4870 1.2418 -0.227 1.834 -1.417
```
Forces are in eV/Å.

Values from the calculation:
Total energy   -1347.13739 Ha
SMILES   O=C(S)C(=S)S
Largest force on an atom   6.727 eV/A
Spin multiplicity   1
Total charge   0
ΔE to the lowest compared entry with this formula, charge and spin   142.2 kJ/mol

Atomic partial charges in e from the natural (NBO) method, atoms 1 to 4: C 0.28; C -0.36; H 0.17; H 0.11



4.
Entry from the OMol25 dataset: a single C2H2OS3 molecule in a non-equilibrium geometry (ωB97M-V/def2-TZVPD).

```
8
Properties=species:S:1:pos:R:3:forces:R:3
C -0.0380 -0.8964 -0.1224 -0.621 1.648 0.650
C 0.7195 0.2180 0.1265 2.079 -4.133 -0.449
O 1.7431 2.5308 0.0564 3.477 1.663 0.472
S -1.7234 -1.4136 -0.0434 -1.102 -0.504 -0.173
S -3.2925 -0.2462 0.0216 0.664 0.479 -0.061
S 0.4819 1.8900 -0.0954 -4.007 -0.920 -0.295
H 0.2886 -1.9298 -0.2214 1.319 0.371 0.249
H 1.8210 -0.1527 0.2781 -1.809 1.396 -0.394
```
Forces are in eV/Å.

Values from the calculation:
Total energy   -1347.08504 Ha
<S²>   2.0136
Largest force on an atom   4.648 eV/A
Spin multiplicity   3
Total charge   0
ΔE to the lowest compared entry with this formula, charge and spin   0.0 kJ/mol

Atomic partial charges in e from the natural (NBO) method, atoms 1 to 4: C -0.36; C -0.54; O -0.81; S 0.25



5.
Entry from the OMol25 dataset: a single C2H2S2 molecule in a non-equilibrium geometry (ωB97M-V/def2-TZVPD).

```
6
Properties=species:S:1:pos:R:3:forces:R:3
C 1.5921 -0.4293 -0.2460 -1.065 -0.763 0.281
C -1.1391 -0.1156 0.1507 0.427 -1.765 -0.812
S 2.2762 0.9176 0.0505 0.610 0.929 0.048
S 0.1277 -1.2865 0.0131 -0.535 0.250 -0.439
H -0.9850 0.7760 0.6031 1.316 2.433 2.113
H -1.8719 0.1377 -0.5715 -0.752 -1.083 -1.191
```
Forces are in eV/Å.

Values from the calculation:
Total energy   -873.63625 Ha
Largest force on an atom   3.481 eV/A
Spin multiplicity   1
Total charge   0
ΔE to the lowest compared entry with this formula, charge and spin   266.4 kJ/mol

Atomic partial charges in e from the natural (NBO) method, atoms 1 to 4: C -0.45; C -0.54; S 0.21; S 0.40



6.
Entry from the OMol25 dataset: a molecular structure, C2H2S5 in a non-equilibrium geometry (ωB97M-V/def2-TZVPD).

```
9
Properties=species:S:1:pos:R:3:forces:R:3
C -0.5287 -0.1997 1.3655 -1.322 -0.103 0.169
C 1.0404 0.3004 -0.6493 0.398 0.128 1.458
S -1.4154 1.0707 1.8497 1.171 -0.262 -0.770
S -0.0853 1.4588 -1.1282 -0.040 -0.197 -0.081
S -0.3143 2.5102 0.5363 -0.265 1.176 0.568
S -0.8213 -1.7752 1.7472 0.122 -0.281 -0.039
S 1.3314 -0.8937 -1.7839 0.226 0.325 -0.345
H 0.0016 -2.3189 0.8191 0.112 -0.063 0.182
H 0.7917 -0.1527 -2.7564 -0.402 -0.724 -1.142
```
Forces are in eV/Å.

Values from the calculation:
Total energy   -2068.18236 Ha
Largest force on an atom   1.516 eV/A
Spin multiplicity   1
Total charge   0
ΔE to the lowest compared entry with this formula, charge and spin   359.6 kJ/mol

Atomic partial charges in e from the natural (NBO) method, atoms 1 to 4: C -0.53; C -0.55; S 0.33; S 0.26



7.
Entry from the OMol25 dataset: 14 unconnected molecules or ions with the total composition C2H31NO16 in a non-equilibrium geometry (ωB97M-V/def2-TZVPD).

```
50
Properties=species:S:1:pos:R:3:forces:R:3
O -0.3100 -1.2130 0.5775 -0.778 0.500 0.021
C -1.4213 -1.7012 0.2960 0.497 0.380 0.245
N -2.3844 -1.0207 -0.3748 -1.261 -0.991 -0.311
C -2.2980 0.3276 -1.0304 0.319 -0.568 0.050
O -1.0876 0.6191 -1.4606 -0.211 0.673 0.236
H -1.6037 -2.7369 0.6577 -0.675 0.835 -0.723
H -3.2882 -1.5260 -0.5202 1.353 0.684 0.300
H -3.0477 0.3620 -1.8512 0.036 -0.266 0.554
H 2.4701 2.2969 2.4315 0.077 0.679 0.070
H 2.4072 3.3998 3.4991 -0.016 0.234 0.035
O 2.2944 3.2824 2.5500 -0.086 -0.713 -0.178
H 1.5989 1.3746 -0.8993 -0.531 -0.234 0.616
H 0.2364 0.7072 -0.4586 0.909 0.415 0.257
O 1.0726 1.1529 -0.1012 -0.031 0.213 -0.113
H -1.8234 -0.4479 2.6489 -0.267 -0.203 0.157
H -1.9248 -1.7354 3.4873 -0.177 0.171 -0.489
O -2.1563 -1.3598 2.6195 -0.039 -0.036 1.119
H -0.7354 -0.6750 -2.5473 -0.226 -0.145 0.353
H -1.0283 -2.2064 -2.6004 0.209 0.442 0.056
O -0.6185 -1.4727 -3.0891 -0.108 -0.663 -0.576
H -0.5398 2.6747 -1.0197 0.125 1.023 0.422
H 0.4233 3.8363 -1.2282 -0.222 0.113 0.102
O -0.4022 3.6408 -0.7550 0.083 -1.355 -0.654
H -2.6716 2.1539 -0.3054 -0.092 0.265 -0.496
H -1.9678 1.3643 1.4001 0.679 -0.294 0.568
O -2.7814 1.2560 0.0120 -0.074 -0.339 0.143
H 1.3196 1.1335 -3.7444 -0.202 -0.059 0.408
H 0.2540 0.9220 -2.5930 0.319 0.298 -0.306
O 1.1463 1.2766 -2.8019 -0.002 -0.026 -0.355
H 0.8601 3.5487 2.0165 -0.596 -0.047 0.460
H -0.1703 3.6879 0.7465 -0.238 0.153 0.630
O -0.1546 3.6663 1.8014 0.588 -0.483 -1.165
H 0.2457 -3.8133 -0.1515 0.281 -0.066 0.088
H 0.3583 -3.8206 -1.7077 -0.109 0.135 0.435
O -0.2492 -3.6195 -0.9584 -0.323 -0.511 -0.848
H 1.0558 -1.6275 -0.5062 0.676 0.239 -0.401
H 1.9304 -0.7312 -1.4585 -0.105 -1.014 0.858
O 1.9678 -1.5289 -0.8712 0.034 0.801 -0.590
H -0.6330 2.7594 1.9858 0.405 0.218 0.237
H -0.5926 0.7322 1.7451 -0.370 0.464 -0.007
O -1.2488 1.3613 2.1322 -0.026 -0.366 -0.849
H 0.9338 -2.6915 -3.2982 0.044 0.367 0.072
H 2.0503 -2.8282 -2.2525 -0.103 0.368 0.226
O 1.5726 -3.3168 -2.9340 0.190 -0.820 -0.625
H 3.0095 0.4081 1.6641 0.187 -0.132 -0.133
H 1.6960 0.5091 2.3443 0.361 -0.174 0.114
O 2.6447 0.6379 2.5282 -0.662 0.001 -0.319
H 0.5911 -2.4873 1.4116 0.252 -0.688 -0.178
H 1.9657 -3.1536 1.5419 -0.084 -0.216 -0.140
O 1.0343 -3.3781 1.4217 -0.010 0.738 0.625
```
Forces are in eV/Å.

Values from the calculation:
Total energy   -1353.43858 Ha
Largest force on an atom   1.633 eV/A
Spin multiplicity   1
Total charge   0
ΔE to the lowest compared entry with this formula, charge and spin   0.0 kJ/mol

Atomic partial charges in e from the natural (NBO) method, atoms 1 to 4: O -0.78; C 0.60; N -0.66; C 0.55



8.
Entry from the OMol25 dataset: a molecular structure, C2H36N2O15 in a non-equilibrium geometry (ωB97M-V/def2-TZVPD).

```
55
Properties=species:S:1:pos:R:3:forces:R:3
C 1.7077 -0.2312 0.0689 0.549 0.604 0.311
C 0.4529 0.2132 -0.0223 -0.560 -0.093 -0.027
N -0.0249 1.4434 0.3732 0.149 0.517 1.004
N 2.0545 -1.5673 -0.2265 0.166 -0.249 1.111
H 2.5182 0.3857 0.5199 -0.923 -0.475 -0.438
H -0.3933 -0.4448 -0.3033 1.289 0.015 -0.107
H -0.8970 1.7364 -0.0236 0.098 -0.406 -0.369
H 0.5995 2.2485 0.3904 0.221 -0.604 0.265
H 1.2692 -2.0660 -0.5897 -0.193 -0.185 -0.679
H 2.8820 -1.6789 -0.7853 -0.182 -0.506 -0.112
H 2.1340 -0.7393 -3.7149 1.265 -0.489 0.159
H 1.3328 -0.0519 -2.6856 -0.272 -0.561 0.596
O 1.3732 -0.9120 -3.1478 10.210 0.275 3.071
H 1.1841 0.3208 3.6523 1.201 1.381 -0.540
H 2.6412 0.3822 3.8472 0.326 0.358 -0.342
O 1.9942 0.7983 3.2598 -0.742 -1.038 0.942
H -3.7746 -0.3205 1.1918 0.017 -0.047 -0.216
H -3.1245 -1.2047 0.0515 -0.125 0.315 0.076
O -2.9946 -0.4082 0.6334 -0.178 -0.031 0.381
H -0.1883 3.3327 -1.6816 -0.406 0.592 -0.438
H -1.6224 2.9303 -2.3053 0.403 0.987 -0.525
O -0.8704 2.6697 -1.7914 1.180 -1.393 0.224
H -0.0322 -0.7925 3.5234 -0.943 -0.646 0.718
H -0.4261 -0.6223 5.1169 -0.371 0.071 -0.413
O 0.2690 -0.6973 4.4634 0.710 -0.151 -0.186
H -0.7276 -1.1251 1.2808 -0.300 0.222 0.126
H -1.7915 -1.1445 2.4172 -0.190 0.103 -0.624
O -0.9007 -1.4131 2.1823 0.638 -0.493 0.677
H -0.6377 0.1690 -3.6490 -0.830 -0.651 0.029
H 0.5117 -0.7434 -3.9289 -2.012 -0.551 -1.430
O -0.4292 -0.7845 -3.6788 -8.114 1.595 -2.686
H 0.9829 -4.1403 2.2790 -0.733 -1.352 -0.107
H 1.3381 -3.4987 1.1476 -0.021 -0.818 -1.148
O 0.9441 -4.3946 1.3291 0.878 2.441 1.070
H -2.3348 -2.9536 -0.9911 0.513 0.019 -0.968
H -3.3946 -2.0602 -1.9516 0.772 -0.385 -0.315
O -3.1136 -2.4053 -1.1041 -2.010 0.355 1.276
H -0.7953 2.8034 1.9368 0.227 -0.110 -0.013
H -1.3212 3.7009 0.8355 0.105 0.198 0.132
O -0.7807 3.7179 1.6324 -0.396 0.417 0.088
H 2.2982 2.1705 2.1150 -0.126 0.028 0.192
H 2.6526 3.6353 1.6480 -0.312 -0.688 -0.043
O 2.2908 2.7796 1.3558 0.600 0.686 -0.216
H -0.4131 -3.3423 -1.8599 -0.146 0.335 -0.433
H -0.1320 -3.6107 -0.4271 -0.318 -0.083 0.610
O -0.6497 -3.0101 -0.9863 1.008 -0.724 0.005
H 4.0608 0.9326 -0.7311 0.699 0.245 -0.021
H 3.7728 -0.4369 -1.0894 1.383 0.495 -0.243
O 4.5588 0.1591 -1.0446 -1.660 -0.267 0.009
H -1.7935 0.2850 -0.8664 -0.577 -0.185 -0.308
H -1.4541 -0.7217 -2.0023 0.149 0.054 -0.162
O -1.8776 0.1217 -1.8114 -0.684 0.510 -0.072
H -3.2358 3.1729 -1.8770 -0.717 0.770 -0.335
H -2.7023 3.4435 -0.6074 0.112 0.728 0.372
O -2.9900 3.9691 -1.3681 -0.828 -1.137 0.072
```
Forces are in eV/Å.

Values from the calculation:
Total energy   -1335.70292 Ha
Largest force on an atom   10.666 eV/A
Spin multiplicity   1
Total charge   0
ΔE to the lowest compared entry with this formula, charge and spin   810.6 kJ/mol

Atomic partial charges in e from the natural (NBO) method, atoms 1 to 4: C -0.15; C -0.08; N -0.87; N -0.85